Record 1
The following is a DFT calculation (wB97M-V/def2-TZVPD) of one molecule with the formula C5H7NO.

Calculated values
- frontier orbital gap (eV) = 10.23
- total charge = 0
- spin multiplicity = 1

Each line ends with the natural charge from an NBO analysis.
Cartesian coordinates (Å):
C: -1.985 -0.190 -0.047  -0.625
C: -0.502 -0.134 0.196  -0.105
N: 0.127 -1.085 1.061  -0.575
C: 0.042 0.044 1.675  0.196
C: 1.821 0.655 -0.331  -0.726
C: 0.415 0.422 -0.848  0.564
O: 0.046 0.681 -1.974  -0.536
H: -2.310 0.769 -0.463  0.235
H: -2.500 -0.341 0.907  0.219
H: -2.286 -0.979 -0.742  0.221
H: 0.705 -1.914 1.014  0.422
H: 1.746 1.042 0.695  0.241
H: 2.384 -0.284 -0.257  0.227
H: 2.359 1.357 -0.965  0.242

=====

Record 2
The following is a DFT calculation (wB97M-V/def2-TZVPD) of C31H38N4Sn as an isolated structure.

Calculated values
- frontier orbital gap (spin up / spin down) (eV) = 3.01 / 2.32
- total charge = -2
- spin multiplicity = 1

Each line ends with the Mulliken charge.
Cartesian coordinates (Å):
Sn: -0.348 0.392 -0.034  -0.246
N: -1.499 -1.252 0.952  -0.300
N: -0.310 -2.392 -1.335  0.746
C: 2.150 0.926 -0.187  0.608
C: 2.303 -0.414 0.304  0.346
C: 1.806 -0.449 1.665  1.163
C: 1.743 -1.695 2.477  -0.965
H: 1.709 -2.666 1.929  0.127
H: 0.909 -1.843 3.134  -0.100
H: 2.561 -1.653 3.223  0.427
C: 1.329 0.865 2.006  0.278
C: 0.666 1.345 3.240  -1.242
H: 1.439 1.603 3.984  0.304
H: 0.109 0.634 3.834  0.261
H: -0.129 2.126 3.141  0.026
C: 1.516 1.718 0.837  0.398
C: 1.176 3.175 0.756  -1.533
H: 0.313 3.473 1.391  0.299
H: 0.966 3.512 -0.281  0.228
H: 2.069 3.722 1.120  0.326
C: 2.824 -1.593 -0.451  -1.772
H: 3.905 -1.677 -0.205  0.440
H: 2.746 -1.487 -1.555  0.247
H: 2.352 -2.567 -0.179  0.235
C: 2.634 1.463 -1.477  -1.491
H: 1.923 2.141 -1.991  0.088
H: 2.903 0.664 -2.190  0.297
H: 3.555 2.044 -1.266  0.396
C: -1.778 -0.610 2.218  -1.397
H: -2.068 0.447 2.097  0.701
C: -2.387 -1.421 3.337  0.795
H: -3.127 -0.918 3.977  0.579
C: -2.233 -2.855 3.141  -1.082
H: -2.583 -3.464 3.962  0.304
C: -1.494 -3.364 2.122  -1.323
H: -1.271 -4.426 2.042  0.257
C: -1.040 -2.553 0.993  1.773
C: -0.335 -3.066 -0.113  -1.413
H: -0.265 -4.148 -0.188  0.179
C: -0.183 -1.025 -1.475  -0.715
C: -0.314 -2.968 -2.607  -0.877
H: -0.397 -4.010 -2.702  0.533
C: -0.336 -1.955 -3.510  -0.568
H: -0.419 -1.955 -4.555  0.445
N: -0.281 -0.762 -2.830  0.957
C: -0.489 0.557 -3.373  -0.415
C: 0.499 1.133 -4.181  0.769
C: 0.272 2.420 -4.683  -0.783
H: 1.042 2.882 -5.305  0.173
C: -0.917 3.108 -4.430  0.938
C: -1.129 4.504 -4.939  -1.536
H: -1.007 5.249 -4.138  0.256
H: -2.139 4.639 -5.344  0.340
H: -0.413 4.758 -5.728  0.345
C: -1.916 2.472 -3.685  -1.543
H: -2.874 2.969 -3.519  0.151
C: -1.730 1.189 -3.162  1.793
C: -2.855 0.450 -2.504  -1.100
H: -3.304 -0.293 -3.182  0.280
H: -3.654 1.145 -2.226  0.407
H: -2.552 -0.081 -1.590  0.146
C: 1.740 0.381 -4.557  -1.854
H: 1.624 -0.110 -5.536  0.309
H: 2.012 -0.402 -3.842  0.243
H: 2.597 1.060 -4.654  0.420
C: -1.389 -0.869 6.595  -1.500
C: -0.312 -1.267 5.595  -0.422
C: -0.920 -1.301 4.227  -0.064
N: -0.618 -0.649 3.151  0.141
H: -1.858 0.086 6.290  0.302
H: -0.983 -0.693 7.613  0.484
H: -2.192 -1.622 6.704  0.235
H: 0.546 -0.543 5.778  0.330
H: 0.111 -2.234 5.876  0.417

=====

Record 3
The following is a DFT calculation (wB97M-V/def2-TZVPD) of CH26N3O10 as an isolated structure.

Calculated values
- frontier orbital gap (eV) = 11.21
- total charge = +1
- spin multiplicity = 1

Each line ends with the natural charge from an NBO analysis.
Cartesian coordinates (Å):
N: -1.348 1.070 -1.289  -0.771
C: -0.469 2.036 -1.232  0.689
N: 0.821 1.648 -1.266  -0.832
N: -0.833 3.303 -1.165  -0.735
H: -2.337 1.232 -1.247  0.421
H: -1.052 0.079 -1.195  0.462
H: 1.002 0.850 -1.879  0.451
H: 1.533 2.366 -1.406  0.409
H: -0.063 3.948 -0.883  0.411
H: -1.704 3.520 -0.737  0.435
H: 2.630 -2.846 -1.393  0.496
H: 1.788 -1.889 -0.751  0.500
O: 1.698 -2.623 -1.401  -0.918
H: -0.091 -0.081 4.067  0.492
H: -0.310 0.096 2.673  0.484
O: 0.194 0.527 3.386  -0.962
H: 1.569 1.160 2.339  0.514
H: 1.540 1.558 0.839  0.490
O: 2.078 1.129 1.511  -0.949
H: -3.068 0.229 2.260  0.492
H: -2.147 -0.242 1.059  0.516
O: -2.718 0.482 1.410  -0.993
H: 2.594 -1.754 1.606  0.495
H: 2.017 -0.384 1.203  0.508
O: 1.899 -1.370 1.072  -1.030
H: -0.891 -2.025 0.420  0.473
H: 0.102 -1.458 1.350  0.508
O: -0.852 -1.370 1.148  -1.005
H: -1.075 -2.355 -0.766  0.419
H: -1.166 -2.282 -2.231  0.481
O: -1.137 -1.703 -1.462  -0.989
H: 0.266 -3.278 -0.786  0.534
H: -0.827 -4.298 -0.088  0.522
O: -0.681 -3.434 -0.526  -0.937
H: -2.125 2.027 1.220  0.501
H: -0.975 2.517 2.049  0.479
O: -1.503 2.804 1.276  -1.017
H: 2.286 -1.315 -1.757  0.443
H: 1.999 -0.913 -3.223  0.480
O: 2.278 -0.574 -2.399  -0.967

=====

Record 4
The following is a DFT calculation (wB97M-V/def2-TZVPD) of a 3-piece molecular cluster, C2HNO3 overall.

Calculated values
- frontier orbital gap (eV) = 3.61
- total charge = -2
- spin multiplicity = 1

Each line ends with the natural charge from an NBO analysis.
Cartesian coordinates (Å):
C: -1.235 2.498 -11.333  0.496
C: 1.349 0.254 -10.811  0.768
N: 0.234 0.046 -11.457  -0.495
O: 2.190 0.953 -10.344  -0.706
O: -0.335 2.882 -10.742  -0.507
O: 1.018 -1.086 -10.748  -0.557
H: -2.802 -0.175 3.657  -1.000